31
Properties=species:S:1:pos:R:3:lowdin_charge:R:1 method="wB97M-V/def2-TZVPD" molar_mass_g_mol=407.3 relative_energy_ev=6.6204 e_tot_ha=-2841.19439 spin_multiplicity=3 homo_lumo_gap_ev="7.0 / 6.3" lumo_energy_ha="-0.0487 / -0.0725"
C 0.76989 3.04162 0.77162 -0.26
C 2.90074 0.73080 -0.30953 -0.20
H 1.43901 3.77724 0.25597 0.02
H 1.36528 2.75176 1.68840 0.03
H -0.28042 3.33966 0.91945 0.03
H 3.01214 -0.23898 -0.75938 -0.02
H 3.44714 1.53988 -0.81501 0.02
H 3.09059 0.82039 0.78942 0.06
C -2.16648 1.53889 -0.38256 -0.17
C -3.45183 1.35508 -0.89696 -0.04
C -3.67760 0.24981 -1.74190 -0.05
C -2.61866 -0.62736 -2.00974 -0.01
H -1.93115 2.31362 0.34712 0.09
H -4.22880 2.05468 -0.62548 0.10
H -4.64208 0.05216 -2.17337 0.10
H -2.75161 -1.52204 -2.59997 0.09
N -1.16494 0.74295 -0.73717 -0.12
C -1.34876 -0.36772 -1.46370 -0.26
C -0.24714 -1.35046 -1.60028 -0.20
N 0.97411 -1.08548 -1.09263 0.06
C 1.89173 -2.03310 -1.05684 -0.15
C 0.53371 -3.55606 -2.28177 -0.05
C 1.75512 -3.28032 -1.65544 -0.04
H 2.85598 -1.80954 -0.60265 0.10
H 2.60997 -3.94364 -1.62868 0.10
C -0.47203 -2.59282 -2.22355 -0.01
H -1.44312 -2.78493 -2.68278 0.10
H 0.38145 -4.48376 -2.80676 0.10
Ni 1.40744 1.59421 -0.06941 -0.12
I 0.85103 2.35107 -2.41771 0.44
Cl 0.26368 0.38069 1.38307 0.27